DFT (wB97M-V/def2-TZVPD) results for an isolated ion of composition C8H14N and charge +1 in a non-equilibrium geometry.

Geometry (Å):
C: -1.27474 3.04448 0.16324
C: 0.28104 3.24389 0.06636
C: 0.88730 1.90732 0.05561
C: 0.22267 0.70060 -0.00886
C: 0.77976 -0.67162 -0.10459
N: 0.24083 -1.67343 -1.17282
C: -1.02106 -2.17117 -0.57869
C: 0.18912 -2.13749 0.27891
C: 0.71987 -3.39024 0.86378
H: -1.66364 4.09298 0.33707
H: -1.43691 2.51289 1.00609
H: -1.80203 2.72824 -0.68583
H: 0.63795 3.86808 0.81977
H: 0.22941 3.69120 -1.01350
H: 1.88946 1.98891 0.11048
H: -0.92109 0.85830 0.05581
H: 1.88300 -0.81693 0.07305
H: 0.73792 -1.90490 -2.01683
H: -1.32603 -3.12607 -0.99314
H: -1.82861 -1.57748 -0.37552
H: 1.54318 -3.30139 1.50876
H: 1.12675 -4.13125 0.20208
H: -0.09417 -3.73495 1.40876

Atomic forces in eV per Å
C 1.37 4.99 0.11
C -4.23 -1.41 -4.07
C -2.29 -2.50 -0.37
C -1.67 1.96 0.43
C -0.01 -2.51 0.81
N 0.30 1.85 1.21
C 1.88 -1.11 -0.17
C 0.32 1.52 -1.71
C 0.99 0.75 -0.58
H 0.09 -1.13 0.00
H -1.23 -1.84 2.64
H -0.26 -0.90 -1.26
H 0.79 1.18 0.92
H 1.49 -0.39 1.90
H 3.64 -0.55 0.05
H 2.00 -1.00 -0.37
H -1.07 0.54 -0.78
H 0.07 -0.71 -0.16
H 0.31 -0.19 0.17
H -1.67 2.15 -0.04
H 0.99 0.86 1.22
H -0.56 -0.32 -1.02
H -1.26 -1.23 1.08

Output
LUMO energy, eV: -3.150
SMILES string: CC/C=C/[C@@H]1[N@@H+]2C[C@]12C
Energy relative to the best compared isomer or geometry (same formula, charge and spin), kcal/mol: 73.22
Total charge: +1
Kohn-Sham gap, Ha: 0.3718



DFT (wB97M-V/def2-TZVPD) results for a 11-piece molecular cluster, C10H40N15O13 overall in a non-equilibrium geometry.

Geometry (Å):
N: -0.21797 -0.44747 0.28498
O: 0.90796 -0.13680 0.43613
O: -0.90356 0.32891 -0.42409
O: -0.70044 -1.44416 0.72934
C: 2.23419 3.44290 0.14226
O: 0.84679 2.98898 -0.03635
H: 2.37345 4.38055 0.68034
H: 2.60585 2.82131 0.95688
H: 2.85850 3.37876 -0.74892
H: 0.88110 2.03331 0.04797
C: -3.17631 -0.18289 -3.65570
O: -2.87688 -0.96606 -2.50699
H: -3.94761 0.55827 -3.44623
H: -2.22236 0.16825 -4.04913
H: -3.57265 -0.81968 -4.44659
H: -2.44490 -0.43925 -1.83062
C: 0.80101 -1.41741 3.88726
O: 1.67210 -1.87314 4.80091
H: 1.13391 -0.39739 3.69538
H: 0.71243 -1.99549 2.96743
H: -0.15968 -1.55913 4.38232
H: 2.52755 -2.05388 4.40449
C: -3.21495 2.07812 1.51163
O: -4.05344 2.70071 2.10581
N: -3.29028 0.80971 1.24635
N: -2.14906 2.54590 0.95257
H: -2.43691 0.57640 0.75908
H: -3.89639 0.02129 1.42277
H: -1.48941 1.90269 0.53876
H: -2.04854 3.55087 0.95880
C: 2.81400 0.88344 -3.12932
O: 2.10735 0.45800 -4.01560
N: 3.66251 1.84112 -3.28894
N: 3.01738 0.29474 -1.95639
H: 3.69677 2.26859 -4.20339
H: 4.09753 2.28345 -2.49194
H: 3.75465 0.51158 -1.30102
H: 2.62208 -0.62887 -1.85257
C: 1.22799 2.76298 3.76697
O: 1.54712 2.10035 4.65401
N: 0.47757 2.40342 2.76420
N: 1.63774 3.88580 3.40442
H: 0.29177 1.41071 2.75385
H: 0.38994 2.91721 1.89908
H: 2.32663 4.28485 4.02596
H: 1.27128 4.52308 2.71182
C: -0.90533 3.01542 -2.74570
O: -1.73968 3.21134 -1.91954
N: -0.50722 3.87902 -3.62271
N: -0.28024 1.89939 -2.82999
H: -0.83614 4.83252 -3.57008
H: 0.26497 3.67137 -4.23971
H: 0.40533 1.68974 -3.54142
H: -0.44199 1.18078 -2.13895
C: -1.07487 -4.16162 -2.68514
O: -0.87952 -5.24996 -3.23014
N: -2.28838 -3.68877 -2.55009
N: -0.13183 -3.39813 -2.27404
H: -3.03361 -4.15315 -3.04917
H: -2.32408 -2.68006 -2.58624
H: 0.83447 -3.61926 -2.46761
H: -0.17313 -2.62181 -1.62927
C: -2.92639 -3.43956 2.60352
O: -3.90556 -3.96068 3.15856
N: -2.98002 -2.39968 1.84107
N: -1.69399 -3.96833 2.68975
H: -2.12996 -1.95798 1.52106
H: -3.82302 -1.84479 1.88028
H: -1.64471 -4.88576 3.10927
H: -0.92251 -3.62453 2.13592
C: 3.01074 -2.95565 0.75875
O: 3.81531 -3.88360 0.85454
N: 1.77635 -3.09803 0.98147
N: 3.31924 -1.72639 0.59341
H: 1.49027 -4.03547 1.22531
H: 1.13613 -2.31690 0.97274
H: 4.27803 -1.43691 0.46301
H: 2.61553 -1.02718 0.78316

Atomic forces in eV per Å
N -2.47 2.00 -2.43
O 5.10 0.79 1.44
O -1.28 0.17 -0.54
O -0.70 -2.79 1.18
C -0.85 -1.43 1.39
O 1.48 1.76 -0.18
H -0.84 0.66 -0.85
H 0.68 -0.62 -0.34
H -0.26 0.06 -0.08
H 0.00 -0.49 -0.24
C 0.45 -0.43 -0.10
O -0.50 -0.31 -0.12
H 0.40 0.38 0.01
H -0.28 0.82 -0.08
H -0.11 -0.39 0.27
H 0.09 0.40 0.14
C -1.58 0.81 -1.01
O 2.53 -2.11 2.12
H -1.03 0.48 -0.54
H 0.34 -0.07 -0.09
H -0.37 0.89 -0.31
H 0.07 0.03 0.01
C -2.70 0.54 1.17
O -1.50 1.74 1.32
N 1.01 -5.43 -1.36
N 3.28 2.95 -0.72
H -0.78 -1.30 -0.22
H -0.32 1.30 0.49
H 0.03 1.08 -0.43
H 0.38 -0.43 -0.30
C 0.17 -2.37 -0.04
O -1.33 -0.28 -0.70
N 2.52 4.40 -1.36
N -1.05 -2.26 2.42
H 0.02 0.22 0.39
H 0.01 0.02 -0.50
H -0.18 0.12 -0.48
H -0.10 0.25 0.24
C -2.58 -1.52 -3.99
O 1.99 -3.45 5.82
N -3.95 -4.32 -2.46
N 5.41 9.61 0.89
H -0.57 0.17 -0.30
H -0.05 -0.35 0.20
H -0.10 0.45 -0.08
H -0.19 -0.63 0.29
C -0.69 -0.19 1.30
O -2.67 1.14 2.15
N 1.25 4.07 -3.49
N 2.54 -4.99 -0.47
H 0.04 -0.37 -0.02
H -0.27 0.23 0.19
H -0.12 -0.09 0.14
H -0.05 0.23 -0.03
C -1.47 -4.09 -2.38
O 0.65 -0.42 -0.04
N -2.80 1.52 0.42
N 5.18 3.29 1.90
H 0.38 -0.16 0.17
H -0.65 0.21 0.28
H -0.41 -0.56 -0.13
H -0.90 -0.21 -0.18
C -1.55 -2.82 1.71
O 0.62 0.37 -0.13
N -0.85 3.43 -1.80
N 1.51 -1.18 0.60
H -0.49 0.07 -0.04
H 0.20 -0.39 0.00
H 0.16 0.29 -0.16
H -0.27 -0.19 0.15
C 3.98 -3.47 1.09
O 0.56 -0.31 -0.61
N -6.09 -1.90 0.79
N 2.37 5.73 -1.32
H -0.29 0.32 -0.10
H -0.20 -0.50 0.04
H -0.26 -0.32 0.20
H 0.28 0.14 -0.18

Output
LUMO energy, eV: 1.624
Energy relative to the best compared isomer or geometry (same formula, charge and spin), kcal/mol: 100.58
Total charge: -1
Kohn-Sham gap, Ha: 0.3129



DFT (wB97M-V/def2-TZVPD) results for a 10-piece molecular cluster, H20O10 overall in a non-equilibrium geometry.

Geometry (Å):
O: 0.18315 -2.13637 1.87030
H: 0.47788 -1.29117 1.45515
H: -0.49486 -2.48474 1.30067
O: 0.58492 -3.70200 -0.05515
H: 0.11032 -4.49670 0.30950
H: 0.64942 -3.73100 -1.01642
O: -2.62178 -0.53547 -3.20932
H: -2.23054 -1.14995 -3.85467
H: -1.93327 0.13649 -3.09706
O: -0.42526 2.56421 3.16020
H: -0.48476 3.14733 2.43630
H: 0.44610 2.13628 3.00872
O: -0.88805 1.43828 -2.44354
H: -0.12054 0.89625 -2.38504
H: -1.00332 1.50563 -3.43242
O: 1.93059 -0.17299 2.79602
H: 1.27381 -0.93975 2.97499
H: 2.14313 -0.54666 1.90165
O: 2.62738 0.71040 -2.59897
H: 2.02266 0.82038 -1.90956
H: 3.39028 1.27182 -2.40808
O: -1.95432 0.61113 1.44346
H: -2.89860 0.59943 1.42197
H: -1.41633 0.34497 2.19018
O: 1.40082 2.07701 0.31227
H: 0.60140 2.29586 -0.10288
H: 2.02972 2.77464 0.43865
O: -0.82530 -0.91409 -0.99318
H: -0.79920 -0.59345 -0.07259
H: -1.52103 -0.47032 -1.43404

Atomic forces in eV per Å
O 0.48 1.82 0.82
H -0.65 -1.23 0.05
H -0.17 -0.18 -0.60
O -0.44 -1.10 0.44
H 0.85 1.04 -1.15
H -0.37 -0.44 0.17
O 0.25 -0.41 -0.71
H -0.37 0.15 0.40
H -0.41 -0.07 0.18
O 1.19 -1.43 1.19
H -0.36 1.10 -1.37
H -0.69 0.15 0.25
O -1.02 0.97 -2.10
H 1.17 -0.88 0.41
H 0.30 0.61 1.40
O -1.67 -2.81 -1.22
H 1.34 1.84 0.75
H 0.65 1.15 0.85
O 1.54 -0.24 -1.95
H -1.16 0.39 2.02
H -0.35 -0.14 0.08
O 1.70 0.37 -1.87
H -0.50 -0.45 1.11
H -1.12 0.07 0.69
O 1.51 -2.08 1.00
H -1.47 1.19 -0.87
H -0.15 0.84 -0.25
O 1.85 -0.92 1.27
H -0.54 0.13 -0.70
H -1.38 0.58 -0.28

Output
LUMO energy, eV: 0.125
SMILES string: O.O.O.O.O.O.O.O.O.O
Energy relative to the best compared isomer or geometry (same formula, charge and spin), kcal/mol: 95.98
Kohn-Sham gap, Ha: 0.4080